Version 1
Entry from OMol25: an isolated ion of composition C6H15N and charge -1 (the ωB97M-V functional and the def2-TZVPD basis).

Element x y z (Å)
C 0.561 -1.647 1.587
N 0.639 -1.403 0.166
C -0.539 -0.779 -0.350
C -0.167 0.331 -1.258
C 0.145 1.598 -0.255
C -1.183 0.877 -2.265
C 0.817 -0.250 2.245
H 1.385 -2.334 1.605
H -0.346 -2.123 1.962
H 1.440 -1.121 -0.433
H -1.127 -1.662 -0.726
H -1.299 -0.269 0.355
H 0.767 0.198 -1.825
H -0.837 1.987 0.031
H 0.982 1.260 0.394
H 0.640 2.289 -0.902
H -0.796 1.693 -2.896
H -2.252 1.036 -1.766
H -1.504 0.132 -2.983
H 0.064 0.569 2.209
H 1.755 0.186 1.787
H 0.856 -0.566 3.320

Calculated values
**Molar mass**: 101.193 Da
**E_HOMO (spin up / spin down)**: 1.50 / -4.59 eV
**2S+1**: 2
**Total charge**: -1

These are the natural (NBO) partial charges, in e, on atoms 1 to 8: number 1, C, carries -0.266; number 2, N, carries -0.687; number 3, C, carries -0.259; number 4, C, carries -0.287; number 5, C, carries -0.968; number 6, C, carries -0.675; number 7, C, carries -0.928; number 8, H, carries 0.193



Version 2
Entry from OMol25: an isolated ion of composition C6H15N and charge -1 (the ωB97M-V functional and the def2-TZVPD basis).

Element x y z (Å)
C -1.482 1.585 0.012
C -2.037 2.123 1.314
C -0.029 1.044 0.280
N 0.504 0.152 -0.733
C 0.289 -2.060 0.348
C 1.277 -1.021 -0.276
C 2.027 -1.674 -1.452
H -2.045 0.800 -0.498
H -1.484 2.403 -0.713
H -2.205 1.374 2.067
H -1.500 3.015 1.614
H -3.083 2.460 1.152
H -0.213 0.281 1.045
H 0.586 1.915 0.527
H 1.021 0.559 -1.503
H 0.758 -2.659 1.119
H -0.590 -1.605 0.845
H -0.190 -2.536 -0.507
H 2.032 -0.571 0.377
H 2.401 -2.615 -1.053
H 1.166 -1.948 -2.081
H 2.797 -1.025 -1.886

Calculated values
**Molar mass**: 101.193 Da
**E_HOMO (spin up / spin down)**: 1.57 / -4.77 eV
**2S+1**: 2
**Total charge**: -1

These are the natural (NBO) partial charges, in e, on atoms 1 to 8: number 1, C, carries -0.434; number 2, C, carries -0.640; number 3, C, carries -0.381; number 4, N, carries -0.681; number 5, C, carries -0.677; number 6, C, carries -0.227; number 7, C, carries -0.941; number 8, H, carries 0.198



version 2 is preferred energetically. Next in line: 1.547 eV higher.



Version 1
Entry from OMol25: a 2-piece molecular cluster, C3H9NO2S overall (the ωB97M-V functional and the def2-TZVPD basis).

Element x y z (Å)
C 0.035 -0.925 0.640
C 0.605 -0.684 -0.768
S 1.126 -2.283 -1.433
C -0.594 0.362 1.145
N -0.475 0.598 2.477
O -1.119 1.170 0.405
H -0.761 -1.671 0.609
H 0.859 -1.214 1.268
H -0.112 -0.324 -1.511
H 1.526 -0.100 -0.736
H 2.193 -2.565 -0.650
H -0.155 -0.041 3.192
H -0.779 1.525 2.723
H -1.376 2.483 -2.771
H -0.257 1.884 -1.876
O -0.718 1.786 -2.712

Calculated values
**Molar mass**: 123.177 Da
**E_HOMO (spin up / spin down)**: -14.18 / -14.10 eV
**2S+1**: 2
**Total charge**: +1

These are the natural (NBO) partial charges, in e, on atoms 1 to 8: number 1, C, carries -0.514; number 2, C, carries -0.550; number 3, S, carries 0.705; number 4, C, carries 0.670; number 5, N, carries -0.800; number 6, O, carries -0.579; number 7, H, carries 0.260; number 8, H, carries 0.233



Version 2
Entry from OMol25: a 2-piece molecular cluster, C3H9NO2S overall (the ωB97M-V functional and the def2-TZVPD basis).

Element x y z (Å)
O 3.267 2.289 -1.400
C 2.321 1.579 -1.381
N 1.442 1.431 -0.254
C 0.056 1.769 -0.358
C -0.846 0.812 0.419
S 0.058 0.128 1.803
H 1.867 1.143 -2.277
H 1.860 1.354 0.672
H -0.209 1.651 -1.415
H -0.043 2.868 -0.307
H -0.946 0.010 -0.301
H -1.794 1.305 0.592
H -0.328 -1.148 1.639
H -2.852 -4.873 1.261
H -1.672 -5.564 0.734
O -2.180 -4.754 0.572

Calculated values
**Molar mass**: 123.177 Da
**E_HOMO (spin up / spin down)**: -14.02 / -14.02 eV
**2S+1**: 2
**Total charge**: +1

These are the natural (NBO) partial charges, in e, on atoms 1 to 8: number 1, O, carries -0.366; number 2, C, carries 0.514; number 3, N, carries -0.362; number 4, C, carries -0.281; number 5, C, carries -0.554; number 6, S, carries 0.215; number 7, H, carries 0.146; number 8, H, carries 0.439



version 1 is preferred energetically. Next in line: 1.329 eV higher.



Version 1
Entry from OMol25: a 2-piece molecular cluster, CH2OS2 overall (the ωB97M-V functional and the def2-TZVPD basis).

Element x y z (Å)
C 0.377 0.110 -0.261
H -0.655 -2.040 0.919
H -0.657 1.705 0.071
O 0.216 1.501 -0.168
S -1.110 -0.678 -0.313
S 1.829 -0.597 -0.248

Calculated values
**Molar mass**: 94.160 Da
**E_HOMO**: -8.95 eV

Here is what natural (NBO) gives for the atomic charges, in e: number 1, C, carries -0.093; number 2, H, carries 0.209; number 3, H, carries 0.481; number 4, O, carries -0.656; number 5, S, carries 0.052; number 6, S, carries 0.007



Version 2
Entry from OMol25: one molecule with the formula CH2OS2 (the ωB97M-V functional and the def2-TZVPD basis).

Element x y z (Å)
C 0.424 -0.094 -0.232
O 3.294 0.681 0.529
S 1.405 -1.436 -0.924
S 2.008 0.525 -0.833
H -0.423 0.195 -0.845
H 0.246 -0.100 0.834

Calculated values
**Molar mass**: 94.160 Da
**E_HOMO**: -9.59 eV

Here is what natural (NBO) gives for the atomic charges, in e: number 1, C, carries -0.672; number 2, O, carries -0.788; number 3, S, carries 0.129; number 4, S, carries 0.835; number 5, H, carries 0.238; number 6, H, carries 0.259



version 1 is preferred energetically. Next in line: 0.785 eV higher.



Version 1
Entry from OMol25: one molecule with the formula C2H5ClO2S (the ωB97M-V functional and the def2-TZVPD basis).

Element x y z (Å)
C 0.458 1.800 0.711
C -0.499 -1.540 -1.107
O 0.499 -0.781 1.169
O -0.604 1.105 0.029
S -0.748 -0.560 0.483
Cl -0.588 -3.336 -0.733
H 0.455 1.708 1.814
H 0.191 2.903 0.639
H 1.456 1.417 0.364
H -1.215 -1.243 -1.850
H 0.595 -1.472 -1.519

Calculated values
**Molar mass**: 128.580 Da
**E_HOMO**: -9.64 eV

These are the natural (NBO) partial charges, in e, on atoms 1 to 8: number 1, C, carries -0.285; number 2, C, carries -0.605; number 3, O, carries -0.939; number 4, O, carries -0.726; number 5, S, carries 1.519; number 6, Cl, carries -0.047; number 7, H, carries 0.191; number 8, H, carries 0.211



Version 2
Entry from OMol25: C2H5ClO2S as an isolated structure (the ωB97M-V functional and the def2-TZVPD basis).

Element x y z (Å)
C 1.411 -0.602 1.008
C -1.572 1.096 -0.513
O 0.233 -0.825 -1.910
O 0.179 -1.150 0.671
S -0.615 -1.131 -0.780
Cl -0.904 2.011 -1.808
H 2.067 -0.632 0.224
H 1.777 -1.220 1.920
H 1.297 0.479 1.350
H -2.596 0.770 -0.666
H -1.276 1.203 0.505

Calculated values
**Molar mass**: 128.580 Da
**E_HOMO**: -8.32 eV

These are the natural (NBO) partial charges, in e, on atoms 1 to 8: number 1, C, carries -0.247; number 2, C, carries -0.538; number 3, O, carries -0.901; number 4, O, carries -0.729; number 5, S, carries 1.402; number 6, Cl, carries 0.038; number 7, H, carries 0.191; number 8, H, carries 0.199



version 1 is preferred energetically. Next in line: 0.780 eV higher.